[1]
This record from the OMol25 dataset describes a 2-piece molecular cluster, CH6NS overall. The level of theory is ωB97M-V/def2-TZVPD.

Values from the calculation:
HOMO, Ha: -0.0800
Total charge: -1
HOMO-LUMO gap, hartree: 0.250

Geometry (Å):
N1 -0.041 -2.464 0.085
H1 -0.227 -1.471 -0.073
H2 0.715 -2.635 0.731
H3 0.137 -2.943 -0.792
C1 0.852 1.106 -0.733
S1 -0.569 0.916 0.405
H4 1.561 1.842 -0.373
H5 0.527 1.479 -1.710
H6 1.324 0.147 -0.946

[2]
This record from the OMol25 dataset describes one molecule with the formula C4H8N2 in a non-equilibrium geometry. The level of theory is ωB97M-V/def2-TZVPD.

Values from the calculation:
HOMO, Ha: -0.3166
Structure (SMILES): C=NN1C[C@@H]1C
HOMO-LUMO gap, hartree: 0.361

Geometry (Å):
C1 0.180 1.469 1.111
C2 -0.180 1.172 -0.418
C3 0.684 0.215 -1.148
C4 -0.723 -2.359 0.167
H1 -0.659 1.521 1.764
H2 0.678 0.368 1.350
H3 1.109 2.281 1.127
H4 -0.735 2.011 -0.806
H5 0.865 0.473 -2.239
H6 1.590 -0.017 -0.721
H7 -1.626 -2.704 -0.405
H8 -0.324 -3.097 0.802
N1 -0.613 -0.216 -0.779
N2 -0.245 -1.117 0.196

[3]
This record from the OMol25 dataset describes C19H28BiF5O3Te as an isolated structure in a non-equilibrium geometry. The level of theory is ωB97M-V/def2-TZVPD.

Values from the calculation:
HOMO (alpha / beta), Ha: -0.3102 / -0.3102
HOMO-LUMO gap (alpha / beta), hartree: 0.207 / 0.207

Geometry (Å):
O1 2.074 2.350 -4.098
C1 3.496 2.155 -4.247
C2 3.619 3.345 -5.193
H1 3.729 1.180 -4.680
H2 4.022 2.251 -3.295
C3 2.099 3.512 -4.998
H3 3.924 3.105 -6.209
H4 4.219 4.174 -4.825
C4 1.258 3.251 -6.224
H5 1.568 2.331 -6.716
H6 1.349 4.070 -6.937
H7 0.208 3.152 -5.952
C5 1.675 4.760 -4.262
H8 2.284 4.910 -3.373
H9 0.634 4.683 -3.951
H10 1.775 5.638 -4.901
Bi1 -1.279 -1.327 2.218
C6 -1.612 -0.385 4.369
C7 -0.597 -1.352 4.469
C8 0.512 -0.884 3.727
H11 -0.656 -2.294 4.985
C9 0.176 0.367 3.182
C10 -1.142 0.674 3.556
H12 -1.697 1.552 3.272
H13 -2.584 -0.447 4.826
H14 1.429 -1.422 3.573
H15 0.806 0.964 2.544
C11 -3.483 -2.203 2.479
C12 -3.581 -0.814 2.229
C13 -3.101 -0.562 0.929
H16 -3.957 -0.072 2.910
C14 -2.730 -1.809 0.368
C15 -2.977 -2.811 1.317
H17 -2.731 -3.850 1.209
H18 -3.739 -2.707 3.395
H19 -3.069 0.398 0.443
H20 -2.276 -1.963 -0.596
O2 0.007 -0.717 0.477
C16 -0.201 0.544 -0.196
C17 1.148 0.936 -0.761
H21 -0.601 1.254 0.524
H22 -0.942 0.393 -0.983
C18 1.786 -0.420 -1.033
H23 1.727 1.484 -0.018
H24 1.057 1.561 -1.646
C19 1.325 -1.238 0.153
H25 2.870 -0.379 -1.103
H26 1.402 -0.843 -1.962
H27 1.969 -1.099 1.022
H28 1.220 -2.300 -0.026
F1 -2.661 -3.190 5.258
Te1 -1.770 -4.705 4.269
F2 -0.946 -6.313 3.408
F3 -2.626 -5.846 5.690
F4 -0.147 -4.516 5.437
F5 -3.412 -5.031 3.162
O3 -0.850 -3.495 2.779

[4]
This record from the OMol25 dataset describes an isolated ion of composition C3H8NOS and charge +1 in a non-equilibrium geometry. The level of theory is ωB97M-V/def2-TZVPD.

Values from the calculation:
HOMO, Ha: -0.4916
Structure (SMILES): [NH3+][C@H](C=O)CS
Total charge: +1
HOMO-LUMO gap, hartree: 0.346

Geometry (Å):
O1 1.823 0.794 1.335
C1 1.587 0.233 0.288
C2 0.208 -0.455 0.200
C3 -0.610 0.205 -0.967
S1 -0.034 -0.087 -2.627
N1 -0.555 -0.343 1.495
H1 2.387 0.277 -0.468
H2 0.317 -1.545 0.118
H3 -1.580 -0.285 -0.686
H4 -0.563 1.260 -0.751
H5 -0.710 0.856 -3.360
H6 -1.223 0.439 1.446
H7 -1.222 -1.119 1.750
H8 0.174 -0.230 2.227

[5]
This record from the OMol25 dataset describes an isolated ion of composition N2 and charge -1. The level of theory is ωB97M-V/def2-TZVPD.

Values from the calculation:
HOMO (alpha / beta), Ha: 0.0791 / -0.1691
Multiplicity: 2
Total charge: -1
HOMO-LUMO gap (alpha / beta), hartree: 0.220 / 0.469

Geometry (Å):
N1 0.570 0.031 0.146
N2 -0.570 -0.031 -0.146

[6]
This record from the OMol25 dataset describes one molecule with the formula C17H18N2O2S. The level of theory is ωB97M-V/def2-TZVPD.

Values from the calculation:
HOMO, Ha: -0.2976
Structure (SMILES): OCCn1c(SCCOc2ccccc2)nc2ccccc21
HOMO-LUMO gap, hartree: 0.316

Geometry (Å):
O1 2.021 4.247 -0.278
C1 2.003 2.858 -0.460
H1 1.012 2.510 -0.785
C2 2.406 2.101 0.820
N1 2.388 0.683 0.612
C3 1.313 -0.148 0.761
N2 1.544 -1.388 0.433
C4 2.854 -1.409 0.020
C5 3.629 -2.465 -0.443
C6 4.934 -2.189 -0.798
C7 5.466 -0.903 -0.700
C8 4.711 0.160 -0.241
C9 3.402 -0.108 0.116
H2 5.127 1.154 -0.170
H3 6.492 -0.735 -0.990
H4 5.563 -2.987 -1.163
H5 3.215 -3.457 -0.518
S1 -0.206 0.451 1.358
C10 -1.162 -1.094 1.307
H6 -0.551 -1.870 1.764
H7 -2.051 -0.895 1.906
C11 -1.519 -1.479 -0.125
H8 -0.597 -1.578 -0.704
O2 -2.275 -0.496 -0.788
C12 -3.597 -0.334 -0.487
C13 -4.342 -1.150 0.357
C14 -5.687 -0.886 0.558
C15 -6.302 0.182 -0.068
C16 -5.560 0.996 -0.910
C17 -4.221 0.742 -1.118
H9 -3.628 1.363 -1.771
H10 -6.029 1.833 -1.406
H11 -7.350 0.379 0.098
H12 -6.255 -1.528 1.215
H13 -3.897 -1.995 0.859
H14 -2.032 -2.450 -0.124
H15 1.702 2.342 1.625
H16 3.410 2.406 1.125
H17 2.724 2.648 -1.254
H18 1.344 4.491 0.364

Taking the records one at a time from the top gives ΔE to the lowest compared entry with this formula, charge and spin values of 14.00, 435.61, 177.49, 96.43, 0.00, 145.58 kJ/mol.
Taking the records one at a time from the top gives calculated total energy values of -494.65919, -266.55609, -1948.16491, -646.98772, -109.47270, -1316.79027 Ha.